Entry 1:
ORCA calculation (ωB97M-V/def2-TZVPD) on 2 unconnected molecules or ions with the total composition C4H5ClFN2O2 at a distorted geometry.

Structure (XYZ):
```
15
Properties=species:S:1:pos:R:3:forces:R:3:nbo_charge:R:1
C 0.5702 -0.3409 -0.5597 0.469 4.143 -4.126 0.282
H -0.2884 -0.4100 1.3747 -0.015 0.140 -0.264 0.282
Cl 3.0960 0.9804 1.0167 -0.326 0.046 0.108 -0.968
C -0.5581 0.0218 0.3975 0.281 -0.147 0.201 -0.408
H 1.1537 0.5683 -1.1631 0.532 -2.220 4.322 0.351
N 1.1159 -1.7131 -0.3430 1.378 -0.559 -1.882 0.483
O 0.3050 -2.5957 -0.1310 -0.478 0.382 0.675 -0.381
O 2.2826 -1.9153 -0.6072 -0.581 0.476 0.404 -0.291
C -1.8365 -0.5776 -0.0024 -0.775 -0.494 -0.524 0.321
N -2.8692 -0.9805 -0.3263 0.781 0.340 0.346 -0.349
C -0.7248 1.5403 0.5447 -0.041 0.241 0.423 -0.588
H 0.0549 1.9148 1.2200 0.099 -0.032 -0.557 0.264
H -0.6986 2.0345 -0.4349 0.083 -0.094 0.321 0.217
H -1.6842 1.7689 1.0275 0.124 -0.155 -0.240 0.211
F 0.0814 -0.2958 -2.0134 -1.529 -2.066 0.792 -0.425
```
Forces are in eV/Å.

Summary:
Relative energy (zero: lowest compared OMol25 entry of this formula, charge and spin)   46.1 kcal/mol
Net charge   -1
Frontier orbital gap   6.9 eV



Entry 2:
ORCA calculation (ωB97M-V/def2-TZVPD) on a molecular structure, C4H5Cl at a distorted geometry.

Structure (XYZ):
```
10
Properties=species:S:1:pos:R:3:forces:R:3:nbo_charge:R:1
C -0.0990 -0.1331 0.6366 0.096 1.784 1.443 0.129
C -1.2964 0.5029 -0.9493 2.286 1.352 -0.216 -0.078
C -0.3494 1.2323 0.0736 -0.745 -0.920 -1.397 -0.621
C 0.8340 -0.9958 0.0080 2.877 -1.913 -0.011 -0.813
Cl -2.3609 -0.3327 0.0187 -1.492 -0.810 0.711 0.158
H -0.8299 1.9661 0.6853 -0.488 0.067 0.854 0.218
H 0.4964 1.7139 -0.4224 0.025 -0.346 -0.315 0.218
H 1.7470 -1.1771 0.7331 -1.487 1.107 -0.752 0.298
H 1.3245 -0.7275 -0.9759 -0.837 -0.598 0.733 0.211
H 0.5339 -2.0490 0.1921 -0.233 0.277 -1.049 0.280
```
Forces are in eV/Å.

Summary:
Relative energy (zero: lowest compared OMol25 entry of this formula, charge and spin)   144.5 kcal/mol
Net charge   0
Frontier orbital gap (spin up / spin down)   7.0 / 7.1 eV



Entry 3:
ORCA calculation (ωB97M-V/def2-TZVPD) on a gas-phase ion, C4H12N2O (charge +1) at a distorted geometry.

Structure (XYZ):
```
19
Properties=species:S:1:pos:R:3:forces:R:3:nbo_charge:R:1
N 0.9081 -0.9426 -0.1962 -2.476 -1.226 -2.144 -0.572
C -0.1420 0.0934 -0.4837 4.022 1.552 -0.474 -0.057
C -0.5189 0.6235 0.8880 -1.876 0.868 0.772 -0.448
C 0.5411 1.4128 1.5521 -0.214 -2.123 4.062 -0.044
O 1.4840 0.4647 2.1103 0.485 -0.435 -0.457 -0.656
C -1.3883 -0.4477 -1.2100 0.775 0.887 -3.034 -0.224
N -0.8987 -0.9926 -2.4832 -0.108 0.875 2.137 -0.798
H 1.6598 -0.9075 -0.9009 -0.149 -0.157 0.665 0.418
H 0.4713 -1.9592 -0.1994 1.321 2.512 0.514 0.416
H 1.6945 -0.4380 1.6596 -1.060 2.051 0.416 0.508
H 0.4092 0.9918 -1.1942 -1.618 -2.568 2.147 0.246
H -0.7628 -0.1566 1.6448 -0.142 0.142 -0.958 0.250
H -1.3812 1.2827 0.7895 -0.330 -0.189 -0.190 0.245
H 1.0934 2.1094 1.0134 0.617 1.538 -1.011 0.208
H -0.0330 1.9268 2.5414 1.696 -1.146 -2.511 0.261
H -2.0564 0.4314 -1.4477 0.532 -0.877 0.914 0.248
H -1.8266 -1.2072 -0.6073 -0.726 -0.489 0.385 0.218
H -1.2036 -1.9063 -2.6068 -0.469 -1.759 -0.709 0.384
H -0.9534 -0.4311 -3.2975 -0.281 0.543 -0.524 0.396
```
Forces are in eV/Å.

Summary:
2S+1   2
Relative energy (zero: lowest compared OMol25 entry of this formula, charge and spin)   67.3 kcal/mol
Net charge   +1
Frontier orbital gap (spin up / spin down)   11.3 / 5.0 eV
<S²>   0.757



Entry 4:
ORCA calculation (ωB97M-V/def2-TZVPD) on a molecular structure, C7H20N3O at a distorted geometry.

Structure (XYZ):
```
31
Properties=species:S:1:pos:R:3:forces:R:3:nbo_charge:R:1
C 2.4083 -1.4141 1.7192 -0.938 3.340 -3.314 -0.574
C 1.3423 2.9606 0.5360 -4.542 2.201 -0.860 -0.417
C -2.7638 -1.2205 -0.1008 3.389 2.058 0.398 -0.436
C -1.1256 1.8900 -2.2113 -1.221 -3.089 -1.127 -0.412
C 1.1381 -0.6947 0.9909 0.432 -1.607 3.038 -0.495
C 1.3075 0.7675 1.2589 0.442 0.431 -1.803 0.238
C -0.8724 -2.6528 -0.3083 -1.463 1.750 -0.434 0.433
N 0.9516 1.6028 0.3580 0.930 -1.518 0.818 -0.454
N -1.4721 -1.6008 -0.6689 0.372 -0.193 -0.207 -0.560
N -0.1397 0.8066 -1.8326 -2.682 -0.040 1.222 -0.798
O -1.2373 -3.5630 0.5425 -1.651 -2.590 2.714 -0.690
H 2.1836 -1.3478 2.7004 -0.129 0.509 3.416 0.210
H 3.3571 -0.9344 1.4353 -0.392 -0.017 0.283 0.211
H 2.4911 -2.4015 1.5199 0.029 -3.167 -1.050 0.222
H 1.6382 3.1712 1.5343 0.110 0.181 0.957 0.212
H 2.1088 3.2692 -0.1078 1.007 0.274 -1.203 0.225
H 0.3257 3.5993 0.2671 2.797 -1.140 0.793 0.211
H -3.2932 -1.9930 0.3360 -1.282 -1.322 1.135 0.181
H -2.5041 -0.3392 0.5696 -0.782 -1.206 -0.236 0.199
H -3.2449 -0.8038 -0.9149 -1.705 0.727 -1.401 0.214
H -0.6102 2.7328 -2.0405 1.661 3.503 -0.136 0.196
H -1.5643 1.8109 -3.2866 0.946 0.069 2.031 0.229
H -1.9119 1.9210 -1.4514 -0.122 -0.463 -0.339 0.212
H 0.2252 -1.0050 1.5987 1.004 0.203 -0.560 0.242
H 0.8999 -1.0852 -0.0073 0.549 1.129 0.158 0.244
H 1.9081 1.2352 2.0740 -0.639 -1.130 0.011 0.207
H 0.1079 -2.8340 -0.6773 0.691 -0.507 -0.410 0.163
H 0.6719 0.7815 -2.3614 1.483 -0.067 -1.991 0.387
H -0.6450 -0.0856 -1.8485 0.502 -0.269 0.232 0.442
H 0.4459 1.0559 -0.6736 -0.862 0.984 -0.336 0.430
H -2.1267 -3.6289 1.0504 2.063 0.965 -1.798 0.525
```
Forces are in eV/Å.

Summary:
Relative energy (zero: lowest compared OMol25 entry of this formula, charge and spin)   20.2 kcal/mol
Net charge   +1
Frontier orbital gap   10.3 eV



Entry 5:
ORCA calculation (ωB97M-V/def2-TZVPD) on a molecular structure, C2H4AlO2 at a distorted geometry.

Structure (XYZ):
```
9
Properties=species:S:1:pos:R:3:forces:R:3:nbo_charge:R:1
O -0.2836 -0.5157 -0.9334 -2.215 0.586 0.825 -0.843
H -0.2496 -0.9776 -1.7796 -0.234 -0.799 -1.290 0.642
O -0.2783 0.5802 1.3553 -2.004 -0.021 -1.034 -0.852
Al -1.5835 -0.0709 0.2698 0.915 -0.457 0.057 2.495
H -0.2429 1.0071 2.2196 -0.234 0.538 1.384 0.640
C 0.9469 0.5233 0.7040 1.105 0.974 -1.140 0.135
C 0.9320 -0.0038 -0.5182 2.613 -0.964 1.709 0.085
H 1.7692 1.0857 1.1348 0.311 -0.448 0.505 0.345
H 1.8546 -0.5519 -0.7858 -0.258 0.590 -1.016 0.355
```
Forces are in eV/Å.

Summary:
Relative energy (zero: lowest compared OMol25 entry of this formula, charge and spin)   0.0 kcal/mol
Net charge   +3
Frontier orbital gap (spin up / spin down)   4.8 / 4.7 eV



Entry 6:
ORCA calculation (ωB97M-V/def2-TZVPD) on 2 unconnected molecules or ions with the total composition C4H10N2O at a distorted geometry.

Structure (XYZ):
```
17
Properties=species:S:1:pos:R:3:forces:R:3:nbo_charge:R:1
C 2.3338 -0.6311 0.4016 0.248 0.455 0.156 -0.409
C 1.0008 0.1525 -1.4585 -0.174 0.542 0.241 -0.419
C -2.7679 0.9104 0.8404 -0.518 -0.163 0.273 -0.394
N 1.0006 -0.2757 -0.0658 -1.602 1.022 2.778 -0.646
N -1.4905 0.3144 0.5921 2.812 -1.728 -0.337 -0.672
C -1.0792 -0.8335 0.2867 -3.891 0.929 -0.536 0.885
O -1.2219 -1.9462 -0.0988 0.908 0.527 0.613 -0.542
H 0.4356 0.3894 0.6929 2.420 -1.403 -3.091 0.431
H 2.3669 -1.0593 1.4021 -0.484 -0.336 -0.067 0.206
H 2.8207 -1.3058 -0.3075 -0.111 0.000 0.151 0.197
H 2.9542 0.2672 0.5106 0.184 0.063 -0.348 0.172
H 1.4935 1.1321 -1.4984 -0.286 0.008 -0.644 0.181
H 1.4965 -0.5310 -2.1516 0.548 -0.245 0.629 0.203
H -0.0027 0.1291 -1.8790 -0.219 0.688 0.312 0.212
H -3.5096 0.1747 1.1606 -0.032 0.060 0.054 0.192
H -3.1653 1.4290 -0.0340 0.186 -0.180 -0.220 0.201
H -2.6656 1.6838 1.6066 0.009 -0.240 0.036 0.202
```
Forces are in eV/Å.

Summary:
Relative energy (zero: lowest compared OMol25 entry of this formula, charge and spin)   74.9 kcal/mol
SMILES   CN=C=O.CNC
Net charge   0
Frontier orbital gap   9.8 eV



Per-record total energy, hartree: -975.382863, -615.325419, -343.955290, -517.883385, -469.984356, -343.082108